Record 1
The following is a DFT calculation (wB97M-V/def2-TZVPD) of 2 unconnected molecules or ions with the total composition C7H21BFN4O3 in a non-equilibrium geometry.

Structure (XYZ):
```
37
Properties=species:S:1:pos:R:3:forces:R:3:nbo_charge:R:1
C -0.93279 -1.33883 -1.11663 -0.9 1.3 0.2 -0.44
N -0.26203 -1.91429 -2.32295 2.1 -0.7 1.3 -0.72
C -0.07034 -3.38857 -2.13885 -0.1 -0.3 -0.7 -0.43
B 1.01138 -1.22133 -2.65047 -2.9 2.9 -2.4 1.27
O 0.94235 -0.08942 -3.55666 0.7 -1.6 3.1 -0.89
N 2.37202 -1.66338 -2.13261 0.2 -1.5 5.1 -0.73
C 2.49598 -1.58421 -0.72790 -0.1 -1.2 -2.3 0.79
N 2.03935 -0.49536 -0.03246 0.1 0.2 -1.3 -0.94
N 3.17550 -2.62622 0.11473 1.0 2.4 -1.5 -0.26
F 2.28738 -3.59147 0.49466 -0.4 -0.5 -0.3 -0.18
H -0.56551 -0.25633 -0.99439 -0.7 -1.5 0.1 0.20
H -2.07412 -1.27270 -1.24377 1.7 -0.3 0.1 0.24
H -0.72206 -1.93603 -0.15408 -0.1 0.8 -1.4 0.19
H -1.04593 -3.94320 -2.37332 1.4 0.8 0.6 0.25
H 0.67683 -3.73027 -2.93865 -1.0 0.1 1.2 0.19
H 0.30079 -3.61087 -1.07845 -0.5 -0.1 -1.4 0.19
H 0.50255 0.62663 -3.04934 0.0 -0.3 -0.9 0.51
H 2.65108 -2.58284 -2.50843 0.4 0.5 0.3 0.44
H 2.69703 0.30382 0.00433 -1.0 -0.5 0.0 0.46
H 1.15219 -0.50198 0.48798 0.8 0.2 0.1 0.48
H 4.00093 -3.01143 -0.36908 -0.8 -0.6 0.1 0.37
C 0.03692 2.62473 0.37171 0.0 -0.1 -0.1 -0.26
O -0.24387 1.49181 1.18621 0.1 0.1 -0.1 -0.59
C -0.23853 1.80966 2.58145 -0.3 -0.3 0.2 -0.09
C -1.65203 2.01561 3.11586 0.1 0.5 0.0 -0.09
O -2.27227 3.15618 2.52972 0.2 -0.4 -0.2 -0.54
C -3.15569 2.81324 1.46980 -0.2 0.2 0.1 -0.26
H -0.27662 2.39484 -0.64908 0.0 0.0 0.1 0.18
H -0.49848 3.51616 0.70397 0.0 -0.1 0.0 0.21
H 1.11343 2.82225 0.37227 0.0 0.2 0.0 0.16
H 0.38733 2.68701 2.77582 -0.1 0.0 -0.1 0.19
H 0.21079 0.95711 3.10063 0.0 0.0 0.0 0.18
H -1.59515 2.20079 4.19215 0.0 -0.1 0.0 0.20
H -2.26421 1.12011 2.96227 0.1 0.0 -0.1 0.18
H -4.10339 2.45041 1.88061 0.0 -0.1 -0.1 0.18
H -2.73095 2.05495 0.80775 0.0 0.0 0.0 0.17
H -3.34984 3.71343 0.88519 0.0 0.0 0.1 0.20
```
Positions in Å, forces in eV/Å.

Summary:
Orbital gap in eV: 5.68
Charge: +1

Record 2
The following is a DFT calculation (wB97M-V/def2-TZVPD) of C5H10IO5PS2 in the gas phase in a non-equilibrium geometry.

Structure (XYZ):
```
24
Properties=species:S:1:pos:R:3:forces:R:3:nbo_charge:R:1
C -0.71745 2.02283 -2.02000 1.1 0.3 0.3 -0.61
C 0.64011 2.01902 -1.23029 -1.5 0.1 -0.2 -0.53
S 1.55376 0.46826 -1.56499 0.3 0.0 0.1 0.21
C 1.43188 -0.62463 -0.10766 -0.3 0.2 0.4 -0.60
C -0.00894 -0.89956 0.38941 -0.5 -1.8 0.5 -0.13
P -0.79675 -2.14581 -0.75741 0.4 -2.3 -1.2 1.46
O 0.00807 -3.43764 -0.78733 -0.6 2.1 0.4 -1.07
O -0.78908 0.24716 0.74935 1.7 0.3 0.5 -0.66
S -0.08194 0.82665 2.12582 -0.5 3.4 1.6 2.44
O -1.17346 1.49728 2.82734 1.7 -2.2 -1.0 -0.85
O 1.10788 1.66853 1.99334 -1.7 -2.1 -0.5 -0.87
O 0.45789 -0.62111 2.68762 -0.7 0.9 -1.0 -0.68
C 0.03146 -1.66874 1.77098 0.3 1.3 0.3 -0.05
I -1.90659 -2.23135 2.58685 0.5 -0.4 -0.3 0.16
H -1.37880 2.76188 -1.55462 -0.1 -0.2 -0.2 0.22
H -0.48478 2.33017 -3.04521 -0.4 -0.2 0.1 0.21
H -1.16591 1.02725 -2.01976 -0.1 0.2 0.0 0.20
H 1.19455 2.90066 -1.56806 0.4 -0.5 0.1 0.23
H 0.40687 2.18494 -0.17762 0.5 -0.3 -0.2 0.24
H 1.84627 -1.59283 -0.42249 -0.1 0.2 -0.2 0.28
H 2.05143 -0.30312 0.73968 -0.2 0.2 -0.3 0.25
H -2.12420 -2.46708 -0.35333 0.4 0.8 0.0 -0.03
H -0.92306 -1.54229 -2.04479 0.0 0.1 0.6 -0.04
H 0.82080 -2.42045 1.78318 -0.5 -0.3 0.2 0.25
```
Positions in Å, forces in eV/Å.

Summary:
Orbital gap in eV: 8.88
Charge: 0
SMILES: CCSC[C@]1([PH2]=O)OS(=O)(=O)O[C@H]1I

Record 3
The following is a DFT calculation (wB97M-V/def2-TZVPD) of 4 unconnected molecules or ions with the total composition C4H17N2O2 in a non-equilibrium geometry.

Structure (XYZ):
```
25
Properties=species:S:1:pos:R:3:forces:R:3:nbo_charge:R:1
C 0.12896 2.26048 -0.65134 0.7 -0.2 0.5 -0.60
C -0.06764 0.72081 -0.57401 -2.2 2.0 0.1 -0.06
C -0.55704 0.30584 0.78553 0.6 -1.9 0.6 -0.44
C -0.31699 -1.18557 1.06858 0.5 -0.6 -0.7 -0.59
N 2.70808 -1.14993 0.05821 0.8 -0.3 -0.7 -0.69
N -0.97590 0.32433 -1.61509 1.8 -1.4 0.1 -0.63
H -0.79570 2.72671 -0.34340 -0.4 0.0 -0.2 0.24
H 0.86967 2.60167 0.07588 0.1 -0.3 -0.2 0.24
H 0.41708 2.60142 -1.63874 0.0 0.0 -0.2 0.22
H 0.98117 0.29248 -0.69178 0.2 -0.3 -0.1 0.30
H -0.13028 0.86763 1.61133 -0.2 0.4 -0.2 0.26
H -1.65932 0.28253 0.87583 0.0 0.7 -0.2 0.32
H 0.71883 -1.43719 0.75207 0.1 0.1 0.4 0.24
H -0.86673 -1.86151 0.41775 -0.5 0.1 0.1 0.23
H -0.46393 -1.48183 2.10072 -0.1 0.1 0.1 0.24
H 3.10772 -0.80029 -0.81009 -0.2 0.3 -0.2 0.38
H 3.35598 -1.89569 0.32809 -0.3 -0.1 0.3 0.39
H -1.28802 -0.64134 -1.50983 -0.6 0.2 0.2 0.40
H -0.56272 0.37920 -2.53770 -0.1 0.5 -0.2 0.38
H 2.70088 1.01606 2.02396 0.0 0.0 -0.1 0.48
H 2.49316 -0.37246 0.77470 -0.6 0.3 0.4 0.39
O 2.03028 0.75300 1.36787 0.4 0.2 0.2 -0.72
H -3.39785 -2.19727 0.11905 0.0 0.1 -0.2 0.49
H -3.79257 -1.21432 -1.00020 -0.1 -0.1 0.1 0.49
O -3.03996 -1.54537 -0.49819 0.0 0.0 0.1 -0.97
```
Positions in Å, forces in eV/Å.

Summary:
Energy relative to the best compared isomer or geometry (same formula, charge and spin) in eV: 8.278
Orbital gap in eV: 4.27
Charge: +1

Record 4
The following is a DFT calculation (wB97M-V/def2-TZVPD) of a molecular structure, C26H17BF4N5O7RuS3Te in a non-equilibrium geometry.

Structure (XYZ):
```
65
Properties=species:S:1:pos:R:3:forces:R:3:nbo_charge:R:1
Ru -0.41459 -0.77457 -0.56697 -0.5 0.1 2.1 1.05
Te -0.64986 1.34396 -2.06862 -0.4 -0.2 -1.3 1.07
C -2.72302 1.16152 -2.48089 0.0 -0.1 0.2 -0.28
C -3.30580 -0.09915 -2.55125 0.1 0.1 0.1 -0.23
C -4.65073 -0.21344 -2.85511 0.0 0.0 -0.1 -0.19
C -5.40533 0.92584 -3.10367 0.0 0.0 0.0 -0.18
C -4.82127 2.17961 -3.02037 -0.1 0.0 -0.1 -0.21
C -3.47431 2.30365 -2.70839 0.3 0.1 0.1 -0.17
C -0.20995 0.57093 -4.01448 0.1 0.1 0.1 -0.31
C 0.21812 1.45987 -4.99402 0.0 0.1 0.3 -0.17
C 0.41081 1.01122 -6.29256 0.0 0.0 -0.1 -0.21
C 0.18363 -0.31843 -6.61046 0.0 0.0 0.0 -0.18
C -0.22993 -1.20897 -5.62966 0.0 0.0 0.0 -0.19
C -0.42976 -0.76528 -4.33291 0.0 0.1 0.2 -0.24
H -2.72339 -0.99099 -2.34797 0.0 0.0 0.0 0.20
H -5.11065 -1.19183 -2.89938 0.0 0.0 0.0 0.23
H -6.45096 0.83261 -3.36373 0.0 0.0 0.0 0.23
H -5.41479 3.06692 -3.19462 0.0 0.0 0.0 0.23
H -3.01285 3.28051 -2.63480 -0.1 0.0 0.0 0.22
H 0.39738 2.49819 -4.74126 0.0 0.0 -0.1 0.22
H 0.73803 1.70435 -7.05595 0.0 0.0 0.0 0.23
H 0.33198 -0.66371 -7.62479 0.0 0.0 0.0 0.23
H -0.40276 -2.24853 -5.87520 0.0 0.0 0.0 0.23
H -0.75281 -1.46468 -3.57248 0.0 -0.1 0.0 0.21
F 2.64688 0.44116 1.82743 0.1 0.1 0.0 -0.53
B 1.29949 0.49042 1.67722 -0.4 0.3 -0.1 1.36
F 0.92427 1.07495 0.40831 0.0 0.0 0.1 -0.56
F 0.59886 1.07342 2.69064 0.1 -0.1 0.0 -0.53
F 0.79597 -0.89001 1.48111 -0.3 -0.1 -0.1 -0.59
S 5.13434 -3.87575 2.00311 0.0 -0.1 -0.2 0.28
C 4.29387 -3.30802 0.68366 -0.1 0.0 -0.2 -0.25
S 2.88143 -2.33383 0.92694 0.4 -0.4 -0.8 0.65
C 2.63691 -2.31660 -0.80287 0.0 0.0 1.7 -0.13
N 3.57518 -2.94608 -1.44999 0.3 -0.1 -0.5 -0.24
N 4.49761 -3.50714 -0.66273 -0.3 0.2 0.4 -0.12
C 5.50937 -4.25064 -1.35898 0.2 -0.3 -0.4 0.17
C 6.70981 -4.67509 -0.78660 -0.3 0.2 0.2 -0.22
C 7.60274 -5.42364 -1.53162 0.0 0.0 -0.1 -0.19
C 7.32840 -5.73318 -2.85471 0.0 0.0 0.0 -0.15
C 6.15099 -5.28345 -3.43556 0.0 0.0 0.0 -0.20
C 5.24326 -4.54903 -2.70183 -0.1 0.0 0.2 -0.20
S 1.37573 -1.58742 -1.71289 -0.2 0.2 -0.9 0.02
H 6.96304 -4.41597 0.22123 0.0 0.1 0.2 0.24
H 8.52593 -5.75078 -1.07462 0.0 0.0 0.0 0.24
H 8.03062 -6.31842 -3.43253 0.0 0.0 0.0 0.23
H 5.92893 -5.51288 -4.46843 0.0 0.0 0.0 0.23
H 4.31687 -4.22084 -3.14480 0.1 0.0 -0.1 0.25
O -3.19724 1.26631 6.28025 0.0 -0.2 0.0 -0.35
N -2.86697 0.20112 5.80500 0.1 0.0 0.1 0.53
O -2.72943 -0.84214 6.41025 -0.1 0.2 -0.1 -0.36
C -2.60797 0.17035 4.35787 0.1 -0.1 -0.2 -0.02
C -2.65366 1.34198 3.63235 0.0 0.1 0.0 -0.08
C -2.44125 1.31546 2.27225 0.2 -1.1 -0.1 -0.04
C -2.16602 0.09193 1.56257 -0.4 0.2 0.4 0.40
O -2.11477 0.01267 0.25988 0.7 0.4 0.1 -0.70
C -2.08489 -1.06845 2.39217 0.1 1.0 -0.1 -0.02
C -2.30804 -1.02269 3.75582 0.0 -0.3 0.3 -0.11
N -1.77219 -2.35578 1.84417 -0.3 -0.4 0.1 0.55
O -1.99019 -3.33026 2.51038 0.1 0.0 -0.1 -0.28
O -1.30068 -2.47172 0.69550 0.5 0.1 -0.7 -0.47
N -2.46840 2.61975 1.63012 0.3 0.8 -0.6 0.54
O -2.99834 3.52080 2.23410 -0.3 0.0 0.2 -0.34
O -1.92069 2.78401 0.55202 0.1 -0.6 -0.2 -0.39
H -2.83632 2.28338 4.13116 -0.1 0.0 0.0 0.30
H -2.24936 -1.92392 4.34945 0.0 0.0 0.0 0.29
```
Positions in Å, forces in eV/Å.

Summary:
Expectation value of S²: 6.063
Multiplicity: 5
Orbital gap (spin up / spin down) in eV: 7.24 / 5.19
Charge: +1